Molecular formula: C9H14
Method: DFT, ωB97M-V with the def2-TZVPD basis set

The HOMO-LUMO gap is 10.1 eV. As for the relative energy (zero: lowest compared OMol25 entry of this formula, charge and spin): 13.71 kcal per mole. The total energy comes out at -9559.58702 eV. The largest force on an atom is 1.61 eV/A.

XYZ file:
```
23
Properties=species:S:1:pos:R:3:mulliken_charge:R:1
C 2.067 0.544 -1.696 -0.57
C 2.837 -0.217 -0.584 -0.86
H 2.541 0.280 -2.645 0.35
H 1.016 0.324 -1.717 0.03
H 2.087 1.607 -1.420 0.23
H 2.702 -1.275 -0.786 0.25
H 3.901 -0.037 -0.763 0.31
H 2.499 0.085 0.402 0.28
C -1.533 -2.035 1.665 -1.37
C -1.068 1.727 -0.366 -0.28
C -0.742 1.612 0.959 -0.49
C -1.494 0.619 -1.092 -0.78
C -0.728 0.361 1.591 -0.56
C -1.633 -0.591 -0.412 -0.17
C -1.288 -0.741 0.929 0.78
H -1.000 2.670 -0.914 0.37
H -0.584 2.534 1.510 0.37
H -2.037 0.708 -2.030 0.39
H -0.596 0.256 2.654 0.37
H -2.215 -1.384 -0.880 0.35
H -0.999 -2.101 2.622 0.38
H -1.134 -2.852 1.049 0.34
H -2.600 -2.094 1.921 0.30
```